(1)
{
  "formula": "C32H74AsF5N9O5S2Si3TeTi",
  "method": "wB97M-V/def2-TZVPD",
  "relative_energy_kj_mol": 239.6,
  "homo_lumo_gap_ev": 7.481,
  "energy_ha": -7649.49983,
  "total_charge": 3,
  "symbols": ["Te", "As", "Ti", "S", "S", "Si", "Si", "Si", "F", "F", "F", "F", "F", "O", "O", "O", "O", "O", "N", "N", "N", "N", "N", "N", "N", "N", "N", "C", "C", "C", "C", "C", "C", "C", "C", "C", "C", "C", "C", "C", "C", "C", "C", "C", "C", "C", "C", "C", "C", "C", "C", "C", "C", "C", "C", "C", "C", "C", "C", "H", "H", "H", "H", "H", "H", "H", "H", "H", "H", "H", "H", "H", "H", "H", "H", "H", "H", "H", "H", "H", "H", "H", "H", "H", "H", "H", "H", "H", "H", "H", "H", "H", "H", "H", "H", "H", "H", "H", "H", "H", "H", "H", "H", "H", "H", "H", "H", "H", "H", "H", "H", "H", "H", "H", "H", "H", "H", "H", "H", "H", "H", "H", "H", "H", "H", "H", "H", "H", "H", "H", "H", "H", "H"],
  "positions_angstrom": [[-2.8516, -1.1883, -1.4490], [2.8945, -1.2357, -1.2642], [0.4854, -0.4851, -0.6084], [-3.6282, 5.4789, 0.5271], [-0.5030, -3.2735, -1.8630], [3.2473, -3.5023, -0.4331], [3.0031, -1.1540, -3.6935], [4.7301, 0.1371, -0.4071], [-3.5880, -2.7378, -0.7171], [0.0646, -0.1753, -2.3301], [-3.6824, -1.8028, -3.0436], [-4.3891, -0.2646, -0.9970], [-2.1009, -1.1209, 0.4281], [0.0626, -2.3185, -0.6897], [-2.8450, 3.4440, -4.1900], [-4.6074, 4.1256, -3.1449], [-2.7465, 5.1084, 1.6126], [-3.1078, 5.4541, -0.8204], [0.2668, -0.2551, 3.7812], [-1.2537, -4.4018, 0.4266], [0.8038, -0.4330, 1.4026], [-3.7128, 2.6956, -0.8364], [-1.8774, 1.4521, -0.7683], [-3.5679, 3.5117, -3.2226], [0.7210, 2.3209, 0.6653], [-1.9736, -5.4355, -1.5249], [1.1478, 1.6371, -0.5371], [-1.5994, -0.8585, 5.2365], [5.0483, -3.7747, -0.0855], [1.7034, -2.2958, -4.3773], [-2.9141, 1.9277, -0.0671], [-1.3257, -4.4972, -0.8796], [6.3695, -0.6897, -0.6908], [4.7434, 1.7477, -1.3598], [2.7236, -4.7216, -1.7382], [4.7338, -1.7085, -4.0776], [-2.0404, -5.2144, 1.3719], [-4.3139, 7.0779, 0.8538], [-1.2678, 0.3153, 6.1878], [-1.9998, 1.9913, -2.0316], [-2.1493, -5.5154, -2.9910], [0.5562, -0.3636, 2.5440], [-5.2714, 7.5661, -0.2241], [-1.2966, -6.4588, 1.8253], [4.3450, 0.3854, 1.3973], [2.2756, -3.6560, 1.1645], [-0.3567, -1.3807, 4.5379], [0.2380, 4.5006, -0.4596], [-3.1815, 1.6464, 1.3663], [2.6549, 0.5875, -4.2430], [-3.1205, 2.7473, -2.0762], [-2.0120, -6.9476, -3.4669], [2.4861, 4.0448, 0.5553], [0.4256, 1.0770, 4.4688], [-5.0301, 3.2354, -0.4404], [0.4837, 4.2589, 2.0248], [-5.0108, 4.3310, 0.6249], [0.9897, 3.7938, 0.6659], [0.1300, 0.8935, 5.9452], [2.8390, 3.9649, -0.4735], [5.5989, 1.7461, -2.0403], [-2.0804, -6.9808, -4.5531], [-3.0257, 2.5489, 1.9627], [-1.3065, 1.8003, -2.8328], [0.2273, 1.8657, 6.4275], [4.8880, 2.5773, -0.6682], [-1.3352, -0.0088, 7.2251], [-2.0135, 1.1013, 6.0642], [-0.7723, -3.5831, 0.7742], [0.6374, 5.3326, 2.1328], [1.7406, -4.6100, 1.1856], [4.8194, -1.8707, -5.1566], [0.6036, 4.2130, -1.4515], [-3.4203, 7.7032, 0.9262], [-0.8361, 4.3148, -0.4029], [2.9270, 0.6519, -5.3021], [3.0473, 3.3550, 1.1924], [4.9997, -2.6469, -3.5859], [-6.2049, 7.0022, -0.2316], [5.7070, -3.5823, -0.9312], [1.5921, 0.8217, -4.1655], [-0.3734, -6.1962, 2.3430], [-0.5847, 4.0725, 2.1394], [3.2332, 1.3528, -3.7265], [1.0297, 3.7544, 2.8258], [-2.3154, -0.5479, 4.4719], [3.1064, -5.6951, -1.4135], [2.7151, 5.0587, 0.8838], [6.4572, -1.1948, -1.6525], [-4.8153, 7.5071, -1.2107], [-4.7618, 7.0225, 1.8486], [-5.5241, 8.6062, -0.0263], [-0.2898, 2.2075, 0.6750], [-2.9957, -5.4580, 0.9036], [5.4006, -3.2145, 0.7787], [0.8998, 0.2586, 6.3892], [0.8325, 2.1267, -1.3805], [-1.3948, -4.8822, -3.4643], [1.9265, -3.3527, -4.2269], [2.1658, 1.6965, -0.5406], [-0.2688, 1.7794, 4.0049], [5.1223, 1.0141, 1.8432], [7.0999, 0.1274, -0.6917], [-3.1253, -5.0969, -3.2372], [-5.9322, 4.9091, 0.5443], [-4.9662, 3.9235, 1.6330], [0.7131, -2.0725, -3.9808], [3.1791, -4.5092, -2.7074], [3.3842, 0.8842, 1.5425], [2.9701, -3.6520, 2.0079], [-2.5070, 0.8627, 1.7008], [1.6466, -4.8137, -1.8773], [3.8659, 1.9639, -1.9683], [-2.2810, -4.5600, 2.2076], [6.6558, -1.3783, 0.0963], [1.4434, 1.4229, 4.2982], [-4.2068, 1.3014, 1.5156], [0.3825, 5.5796, -0.3875], [5.1406, -4.8389, 0.1617], [-2.0609, -1.6820, 5.7811], [-1.9187, -7.0332, 2.5110], [-5.6123, 2.3953, -0.0621], [-2.8147, -7.5709, -3.0694], [0.3827, -1.7578, 5.2435], [1.5545, -2.8545, 1.3156], [-1.0533, -7.3722, -3.1681], [-0.5781, -2.1732, 3.8248], [1.6566, -2.1184, -5.4569], [-2.4791, -6.1207, -0.9781], [4.3295, -0.5614, 1.9435], [5.4712, -0.9506, -3.8049], [-1.0426, -7.1034, 0.9817], [-5.5036, 3.5910, -1.3452]],
  "atomic_forces_ev_per_a": [[-0.5, -0.4, 0.0], [0.2, 0.1, 0.1], [0.5, 0.0, -0.5], [0.0, -0.1, -0.2], [-0.2, 0.0, 0.1], [0.0, 0.0, 0.0], [0.0, 0.0, 0.0], [0.0, 0.1, 0.0], [0.2, 0.0, -0.1], [-0.1, -0.1, 0.5], [0.0, 0.1, 0.0], [0.1, 0.1, 0.1], [0.0, 0.1, -0.1], [-0.1, 0.2, -0.1], [0.1, 0.0, 0.0], [0.0, 0.0, -0.1], [0.1, 0.0, 0.0], [0.0, 0.0, 0.1], [0.2, 0.1, 0.0], [-0.1, 0.1, 0.1], [-0.1, -0.2, 0.0], [0.0, 0.1, 0.1], [0.2, 0.1, 0.0], [-0.1, -0.1, 0.0], [0.1, 0.1, 0.0], [0.0, -0.1, -0.1], [0.0, 0.0, 0.2], [0.0, 0.0, 0.0], [0.0, 0.0, 0.0], [0.0, 0.0, -0.1], [0.0, -0.1, -0.1], [0.0, 0.1, 0.0], [0.0, 0.0, 0.0], [-0.1, 0.0, -0.1], [0.0, 0.0, 0.0], [0.0, 0.0, 0.0], [0.0, 0.0, 0.0], [0.0, 0.0, 0.0], [0.0, 0.0, 0.0], [0.0, -0.1, 0.0], [0.0, 0.1, 0.1], [-0.2, 0.1, 0.1], [0.0, 0.0, 0.0], [0.0, 0.0, 0.0], [0.0, 0.0, 0.0], [0.0, -0.1, 0.1], [0.0, 0.0, 0.0], [0.0, 0.0, 0.0], [0.0, 0.0, 0.0], [0.0, 0.0, 0.0], [0.0, 0.1, 0.0], [0.0, 0.0, 0.0], [0.1, -0.1, 0.0], [0.0, -0.1, 0.0], [0.0, 0.0, 0.0], [0.0, 0.0, 0.1], [-0.1, 0.0, 0.1], [-0.1, 0.0, -0.1], [0.0, 0.0, 0.0], [0.1, -0.1, -0.1], [0.0, 0.0, 0.0], [0.0, 0.0, 0.0], [0.0, 0.0, 0.0], [0.0, 0.0, 0.0], [0.0, 0.0, 0.0], [0.0, 0.1, 0.1], [0.0, 0.0, 0.0], [0.0, 0.0, 0.0], [0.0, 0.0, 0.0], [0.0, 0.0, 0.0], [0.0, 0.0, 0.0], [0.0, 0.0, 0.0], [0.0, 0.0, 0.0], [0.0, 0.0, 0.0], [0.0, 0.0, 0.0], [0.0, 0.0, 0.0], [0.0, 0.0, 0.0], [0.0, 0.0, 0.0], [0.0, 0.0, 0.0], [0.0, 0.0, 0.0], [0.0, 0.0, 0.0], [0.0, 0.0, 0.0], [-0.1, 0.0, 0.0], [0.0, -0.1, -0.1], [0.0, 0.0, 0.0], [0.0, 0.0, 0.0], [0.0, 0.0, 0.0], [0.0, 0.0, 0.0], [0.0, 0.0, 0.0], [0.0, 0.0, 0.0], [0.0, 0.0, 0.0], [0.0, 0.0, 0.0], [0.0, 0.0, 0.0], [0.0, 0.0, 0.0], [0.0, 0.1, 0.0], [0.0, 0.0, 0.0], [0.0, 0.0, 0.0], [0.1, 0.0, 0.0], [0.0, 0.0, 0.0], [0.0, 0.0, 0.0], [0.0, 0.0, 0.0], [0.0, 0.0, 0.0], [0.0, 0.0, 0.0], [0.0, 0.0, 0.0], [0.0, -0.1, -0.1], [0.0, 0.0, 0.0], [0.0, 0.1, 0.0], [0.0, 0.0, 0.0], [0.0, 0.0, 0.0], [0.0, 0.0, 0.0], [0.0, 0.0, 0.0], [0.1, 0.0, 0.0], [0.0, 0.0, 0.1], [0.0, 0.0, 0.0], [0.0, -0.1, 0.1], [0.0, 0.0, 0.0], [0.0, 0.0, 0.0], [0.0, 0.0, 0.0], [0.0, 0.0, 0.0], [0.0, 0.0, 0.0], [0.0, 0.0, 0.0], [0.0, 0.0, 0.0], [0.0, 0.0, 0.0], [0.0, 0.0, 0.0], [0.0, 0.0, 0.0], [0.0, 0.0, 0.0], [0.0, 0.0, 0.0], [0.0, 0.0, 0.0], [0.0, 0.0, 0.0], [0.0, 0.0, 0.0], [0.0, 0.0, 0.0], [0.0, 0.0, 0.0], [0.1, 0.0, 0.0]]
}

***

(2)
{
  "formula": "C32H74BNO14",
  "method": "wB97M-V/def2-TZVPD",
  "homo_lumo_gap_ev": 8.400,
  "smiles": "NB(O)c1ccc2c(c1)C(=O)C=CC2=O.CCO.CCO.CCO.CCO.CCO.CCO.CCO.CCO.CCO.CCO.CCO",
  "energy_ha": -2396.59428,
  "total_charge": 0,
  "symbols": ["O", "O", "O", "O", "O", "O", "O", "O", "O", "O", "O", "O", "O", "O", "N", "C", "C", "C", "C", "C", "C", "C", "C", "C", "C", "C", "C", "C", "C", "C", "C", "C", "C", "C", "C", "C", "C", "C", "C", "C", "C", "C", "C", "C", "C", "C", "C", "B", "H", "H", "H", "H", "H", "H", "H", "H", "H", "H", "H", "H", "H", "H", "H", "H", "H", "H", "H", "H", "H", "H", "H", "H", "H", "H", "H", "H", "H", "H", "H", "H", "H", "H", "H", "H", "H", "H", "H", "H", "H", "H", "H", "H", "H", "H", "H", "H", "H", "H", "H", "H", "H", "H", "H", "H", "H", "H", "H", "H", "H", "H", "H", "H", "H", "H", "H", "H", "H", "H", "H", "H", "H", "H"],
  "positions_angstrom": [[-1.5755, 2.5936, 4.9441], [7.1813, 2.7260, 0.1847], [-2.6114, -4.5066, -6.3449], [3.9935, -1.7436, 5.3055], [2.3151, 5.7045, 6.6649], [-7.4259, -8.2077, -5.3127], [-2.0781, 3.7423, -2.1506], [-4.3970, -4.6112, -3.9832], [-1.6213, -2.2384, 0.1382], [5.3011, 4.9152, -4.4399], [-4.9071, -0.3967, -0.9850], [4.0111, 2.5074, 7.2683], [5.2609, 1.9515, 2.3485], [-0.3225, 1.5591, 0.3963], [4.9594, -0.4712, 2.6658], [2.6215, 1.5098, 4.4976], [-0.8779, 5.4340, -0.8945], [-1.7142, 0.6354, 2.0834], [3.7777, -2.6434, 7.5604], [2.1448, 3.2143, 8.6472], [-8.7608, -8.6170, -5.0218], [-2.0345, 0.9140, 3.3454], [-2.9821, -3.7478, -8.6305], [1.9718, 1.1233, 2.1917], [6.2684, 2.6647, -0.9133], [3.2561, 2.2044, 8.4432], [-0.1605, -2.6239, -1.7724], [-5.3366, -5.6658, -4.1726], [-5.4067, -1.8492, -2.8627], [-3.5460, -4.4682, -7.4202], [2.9714, 1.2117, 3.1744], [0.6403, 1.3205, 2.5415], [1.5171, 5.5602, 5.4878], [-2.1767, 5.0380, -1.5713], [4.3664, 4.8159, -5.5138], [-1.1480, 1.7909, 4.1560], [-4.8952, -0.4946, -2.4083], [6.7828, 3.4081, -2.1301], [-0.4524, 1.2006, 1.5402], [4.8517, 5.5442, -6.7533], [-8.7911, -9.8633, -4.1566], [1.2814, 1.7158, 4.8334], [-5.0478, -6.8474, -3.2669], [-0.9626, -1.6169, -0.9702], [4.3746, -1.5700, 6.6706], [0.2965, 1.6164, 3.8612], [2.2027, 6.1418, 4.2666], [4.4697, 0.9262, 2.7162], [4.3074, -0.9709, 2.0617], [2.8475, 1.2028, 8.3090], [-3.0033, 5.0526, -0.8522], [5.4129, 5.8486, -4.2346], [-6.9937, -8.9286, -5.7808], [1.3505, 4.4922, 5.3572], [4.2445, 3.7534, -5.7178], [5.4620, -1.6115, 6.6943], [-5.0640, -6.5376, -2.2206], [1.0084, 1.9322, 5.8577], [-2.4172, 5.7286, -2.3788], [1.5910, 6.0068, 3.3736], [-9.8161, -10.1559, -3.9252], [5.8133, 5.1440, -7.0760], [7.7452, 2.9995, -2.4430], [2.2260, 0.9038, 1.1636], [-9.2335, -7.7824, -4.5067], [-1.7445, -1.1732, -1.5853], [-5.7846, -7.6368, -3.4142], [-4.4669, -3.9838, -7.0790], [3.0332, -1.6942, 5.2545], [4.0655, -0.5756, 7.0057], [7.3027, 3.6522, 0.4129], [6.0850, 3.3382, -2.9570], [4.0899, -2.5101, 8.5971], [4.1377, 5.4447, -7.5719], [-3.8747, -0.3284, -2.7734], [-0.8087, -3.4233, -2.1337], [1.4858, 3.2305, 7.7795], [-8.3011, -10.6977, -4.6641], [-5.4083, -1.9275, -3.9503], [3.3990, 5.2142, -5.1911], [6.9363, 4.4656, -1.8998], [3.9264, 2.1848, 9.3091], [-0.9467, -2.6285, 0.7022], [2.5554, 4.2174, 8.7537], [1.5529, 2.9816, 9.5346], [-4.7867, -2.6528, -2.4669], [2.6859, -2.6134, 7.5227], [-2.0665, -4.2334, -8.9694], [-0.3197, -0.8118, -0.6050], [4.3746, 3.3913, 7.3835], [-3.5241, -4.9600, -4.1939], [-8.2570, -9.6894, -3.2220], [-1.8783, 3.1283, -1.4358], [6.1208, 1.5994, 2.0728], [-6.4222, -2.0097, -2.4965], [-0.9434, 6.4326, -0.4579], [-0.6306, 4.7246, -0.1012], [3.1669, 5.6577, 4.1067], [4.0899, -3.6327, 7.2248], [5.3031, 3.0738, -0.5965], [0.6119, -3.0850, -1.1518], [-4.0537, -7.2547, -3.4699], [-5.3202, -5.9765, -5.2226], [-2.9281, 0.5056, 3.7912], [-3.7001, -3.7403, -9.4516], [0.5464, 6.0394, 5.6486], [2.4644, 6.6441, 6.8080], [2.3886, 7.2107, 4.3995], [-2.4081, -3.5979, -6.1023], [-2.3180, -0.0084, 1.4623], [-3.7776, -5.5039, -7.6648], [6.1324, 1.6078, -1.1397], [-9.3003, -8.7908, -5.9587], [-2.7325, -2.7137, -8.3819], [0.3223, -2.1489, -2.6274], [-6.3202, -5.2505, -3.9561], [-5.5243, 0.3055, -2.7953], [4.7482, -0.8617, 3.5876], [4.9918, 6.6077, -6.5460], [-4.3417, -1.0998, -0.6473], [-0.0564, 5.4186, -1.6115], [3.3741, 1.5841, 5.2671]],
  "atomic_forces_ev_per_a": [[-0.2, 0.2, 0.6], [0.1, -0.2, 0.0], [0.2, -0.2, -0.1], [0.1, -0.1, 0.0], [0.1, -0.1, 0.0], [-0.1, 0.1, 0.1], [-0.1, 0.1, -0.1], [-0.1, 0.0, 0.2], [-0.2, 0.2, -0.1], [-0.1, 0.0, -0.2], [0.0, 0.2, 0.0], [0.0, -0.2, 0.1], [0.0, -0.1, 0.1], [0.0, -0.1, -0.7], [-0.3, 0.5, 0.0], [-0.6, -0.1, -0.5], [0.1, 0.0, 0.0], [0.0, -0.1, 0.3], [0.0, -0.1, -0.1], [0.0, -0.1, 0.1], [0.1, -0.2, -0.1], [-0.1, -0.3, -0.3], [0.1, 0.0, 0.0], [-0.2, 0.3, 0.6], [0.0, 0.3, 0.1], [0.1, 0.3, 0.0], [-0.1, -0.1, 0.0], [0.3, -0.1, 0.0], [-0.1, 0.1, 0.1], [0.0, 0.2, 0.1], [0.3, 0.2, -0.3], [0.4, -0.1, 0.0], [0.1, 0.2, 0.0], [0.1, -0.2, 0.2], [0.1, 0.3, 0.0], [0.1, -0.2, -0.2], [0.1, -0.4, 0.1], [0.2, -0.2, 0.2], [0.0, 0.1, 0.4], [0.1, 0.0, 0.0], [0.1, 0.0, 0.0], [0.3, 0.0, 0.0], [0.0, 0.0, 0.1], [0.2, -0.2, 0.1], [-0.2, 0.0, 0.0], [0.3, -0.1, 0.0], [0.1, 0.0, 0.0], [-0.3, -0.4, 0.2], [0.2, -0.2, -0.1], [0.1, 0.0, -0.1], [0.0, 0.1, 0.0], [0.0, 0.0, 0.0], [0.0, 0.0, 0.0], [0.0, 0.0, 0.1], [0.0, 0.0, 0.1], [0.0, 0.0, -0.1], [0.0, 0.0, 0.0], [-0.1, 0.1, 0.0], [0.0, -0.1, -0.1], [0.0, 0.0, 0.0], [0.0, 0.0, 0.0], [0.0, 0.0, 0.0], [0.0, 0.0, 0.0], [0.0, 0.0, -0.1], [0.0, 0.1, 0.0], [-0.1, 0.0, 0.1], [0.0, 0.0, 0.0], [-0.1, -0.1, 0.0], [0.0, 0.0, 0.0], [0.1, 0.0, 0.1], [0.0, 0.0, 0.0], [-0.1, 0.1, -0.1], [0.0, 0.0, 0.0], [0.0, 0.0, 0.0], [0.0, 0.1, -0.1], [0.0, 0.0, 0.0], [0.0, 0.0, 0.0], [-0.1, 0.0, 0.0], [0.0, -0.1, 0.0], [-0.1, -0.1, -0.1], [-0.1, 0.0, 0.0], [-0.1, -0.1, 0.1], [0.0, 0.0, 0.0], [0.0, 0.0, 0.0], [0.0, 0.0, 0.0], [0.1, 0.0, -0.1], [0.0, 0.0, 0.1], [0.0, 0.0, 0.0], [0.0, 0.1, -0.1], [-0.1, 0.1, -0.1], [0.0, 0.1, -0.2], [0.0, 0.0, 0.0], [0.1, -0.1, 0.0], [0.1, 0.3, -0.2], [0.0, 0.1, 0.0], [0.0, 0.0, 0.0], [0.0, 0.0, 0.0], [0.0, -0.1, 0.0], [0.0, 0.0, 0.0], [-0.1, -0.1, -0.1], [0.1, 0.1, 0.0], [0.0, 0.0, -0.1], [-0.1, -0.1, 0.0], [-0.2, 0.2, 0.1], [0.0, 0.0, 0.0], [-0.1, -0.1, -0.1], [0.0, 0.0, 0.0], [-0.1, 0.0, 0.0], [0.0, 0.0, 0.0], [-0.1, 0.1, -0.3], [0.0, 0.0, 0.1], [0.0, 0.0, 0.1], [-0.1, 0.0, 0.0], [-0.1, 0.0, 0.0], [0.0, 0.0, 0.0], [0.0, 0.1, 0.0], [0.0, 0.1, 0.1], [0.2, -0.3, 0.0], [-0.1, 0.0, 0.0], [0.0, 0.0, 0.0], [0.0, 0.0, 0.0], [0.1, 0.1, 0.1]]
}